w.
15
Properties=species:S:1:pos:R:3 method="wB97M-V/def2-TZVPD" e_lumo_ha="-0.015 / -0.015" gap_ev="5.387 / 5.379"
C -1.489 0.252 1.409
C -1.247 0.967 -0.573
C 0.340 -1.424 0.734
C 2.361 0.565 -1.363
N -2.226 0.735 0.443
S 0.079 0.309 0.533
H -1.682 0.333 2.410
H -1.448 0.530 -1.614
H -0.546 -1.845 0.301
H 1.189 -1.799 0.113
H 0.474 -1.544 1.833
H 1.452 1.035 -1.653
H 3.191 1.161 -0.943
H 2.716 -0.218 -1.877
H -3.162 0.946 0.247

---

x.
15
Properties=species:S:1:pos:R:3 method="wB97M-V/def2-TZVPD" e_lumo_ha=-0.005 gap_ev=8.471 smiles="CN[C@@H](C)C=S"
C -0.555 -1.903 -0.036
N -0.876 -0.413 0.117
C 0.198 0.495 -0.277
C -0.137 1.988 0.047
C 1.424 0.043 0.367
S 2.911 -0.285 -0.108
H -0.322 -2.200 -1.022
H 0.258 -2.191 0.738
H -1.559 -2.425 0.293
H -1.838 -0.222 -0.529
H 0.144 0.473 -1.508
H 0.499 2.701 -0.384
H -1.173 2.124 -0.281
H -0.261 2.132 1.125
H 1.286 -0.316 1.457

---

y.
15
Properties=species:S:1:pos:R:3 method="wB97M-V/def2-TZVPD" e_lumo_ha=0.030 gap_ev=9.213 smiles=C[C@]1(S)C[C@@H]1N
C -0.188 1.440 0.360
C -0.589 0.016 0.084
S -2.421 -0.298 -0.258
C -0.113 -1.164 0.832
C 0.548 -0.896 -0.506
N 1.689 -0.011 -0.448
H -0.625 1.749 1.260
H -0.478 2.051 -0.511
H 0.974 1.454 0.285
H -3.076 0.883 -0.992
H 0.406 -1.050 1.841
H -0.891 -2.027 0.928
H 0.404 -1.737 -1.331
H 1.734 0.048 -1.638
H 2.625 -0.458 0.094

---

It comes down to x, which is 0.0570 hartree more stable than the next structure.

---

w.
15
Properties=species:S:1:pos:R:3 method="wB97M-V/def2-TZVPD" e_lumo_ha=0.018 gap_ev=8.856 smiles="CCCC(N)=S"
C 2.082 -0.621 -0.481
C 1.589 0.876 -0.388
C 0.527 0.890 0.723
C -0.639 -0.050 0.415
N -0.788 -0.784 1.452
S -1.533 -0.130 -0.939
H 1.147 -1.197 -1.061
H 2.885 -0.694 -1.132
H 2.357 -1.019 0.510
H 1.267 1.234 -1.393
H 2.297 1.686 0.054
H 0.014 1.893 0.486
H 0.961 0.876 1.734
H -1.684 -1.389 1.568
H -0.553 -0.390 2.487

---

x.
15
Properties=species:S:1:pos:R:3 method="wB97M-V/def2-TZVPD" e_lumo_ha=0.006 gap_ev=8.229
C 0.671 0.176 -1.676
C 0.437 1.128 -0.595
C 0.413 0.504 0.760
C -0.893 -1.492 1.014
H 0.131 0.649 -2.661
H 1.389 -0.519 -1.720
H -0.195 -0.551 -1.281
H -0.601 1.531 -0.764
H 1.217 1.972 -0.468
H 0.641 1.231 1.563
H 1.240 -0.151 0.767
H -1.731 0.357 1.640
H 0.194 -1.850 0.915
N -0.861 -0.264 0.904
S -2.051 -2.720 1.603

---

It comes down to w, which is 0.0830 hartree more stable than the next structure.

---

w.
15
Properties=species:S:1:pos:R:3 method="wB97M-V/def2-TZVPD" e_lumo_ha=0.040 gap_ev=9.462 smiles=CCSN1CC1
C -2.236 -0.980 1.091
C -1.077 -0.047 1.374
S -0.413 0.637 -0.223
N 1.221 0.158 -0.328
C 2.039 1.112 -0.988
C 1.587 -0.126 -1.705
H -1.802 -1.788 0.404
H -2.460 -1.276 2.035
H -3.062 -0.460 0.573
H -0.172 -0.331 2.034
H -1.517 0.893 1.886
H 3.059 0.972 -0.543
H 1.751 2.105 -1.193
H 0.728 0.070 -2.383
H 2.352 -0.939 -2.035

---

x.
15
Properties=species:S:1:pos:R:3 method="wB97M-V/def2-TZVPD" e_lumo_ha=-0.012 gap_ev=7.956 smiles="C=C(C)N.C=S"
C -0.477 -0.779 1.316
C -1.495 -0.538 0.526
C -2.807 -1.301 0.502
N -1.461 0.431 -0.421
H -0.413 -1.669 1.785
H 0.426 -0.160 1.348
H -3.268 -1.640 1.440
H -3.536 -0.704 0.028
H -2.542 -2.235 -0.117
H -0.686 1.068 -0.347
H -2.366 0.843 -0.553
C 3.151 0.155 -0.088
S 4.588 0.740 -0.350
H 2.404 0.913 -0.054
H 2.788 -0.766 0.375

---

It comes down to x, which is 0.0158 hartree more stable than the next structure.

---

w.
15
Properties=species:S:1:pos:R:3 method="wB97M-V/def2-TZVPD" e_lumo_ha=0.037 gap_ev=9.360
C 1.220 0.859 -0.670
C 0.305 -0.069 -1.385
C -0.499 -1.012 -0.901
C -0.690 -1.124 0.613
N -1.097 0.181 1.176
S -1.136 0.379 2.826
H 0.894 1.776 -0.980
H 2.301 0.814 -0.939
H 1.233 0.612 0.319
H 0.398 -0.183 -2.512
H -1.113 -1.668 -1.653
H -1.525 -1.891 0.927
H 0.307 -1.292 1.268
H -1.655 0.779 0.580
H -0.380 1.420 2.905

---

x.
15
Properties=species:S:1:pos:R:3 method="wB97M-V/def2-TZVPD" e_lumo_ha=0.036 gap_ev=9.908 smiles="CCC/C=N/S"
C 1.067 -1.291 -0.373
C 1.168 -0.061 0.524
C 0.512 1.238 -0.066
C -1.044 1.087 -0.263
N -1.540 0.017 0.132
S -3.226 -0.219 -0.002
H 0.037 -1.724 -0.320
H 1.811 -2.096 -0.162
H 1.193 -1.014 -1.419
H 0.905 -0.259 1.555
H 2.270 0.070 0.548
H 0.666 2.022 0.669
H 0.970 1.624 -0.921
H -1.534 1.916 -0.685
H -3.254 -1.309 0.785

---

It comes down to x, which is 0.0451 hartree more stable than the next structure.